Record 1
One molecule with the formula C4H7NO2S in a non-equilibrium geometry, computed with ωB97M-V/def2-TZVPD.

Each line ends with the Löwdin charge.
Geometry (Å):
1 C -1.25356 2.29533 1.47386  -0.136
2 C -1.33462 0.92306 0.75696  -0.155
3 C -0.09388 -0.13678 0.96863  -0.269
4 C 1.34440 -0.15782 -0.99289  -0.168
5 N 1.30538 -0.03386 0.45475  -0.354
6 O 1.84117 2.40791 -0.37748  -0.482
7 O -0.13172 2.71656 1.53840  -0.174
8 S 1.60738 1.77164 0.88298  1.030
9 H -2.38748 0.50492 0.94713  0.125
10 H -1.11501 1.05344 -0.27081  0.067
11 H 0.06469 -0.48207 2.12572  0.157
12 H -0.51944 -1.01596 0.53474  0.083
13 H 0.53746 0.47055 -1.40204  0.074
14 H 2.24690 0.17492 -1.48541  0.068
15 H 1.33428 -1.32402 -1.10055  0.133

Total charge ... 0
LUMO (spin up / spin down) ... -0.0091 / -0.0225 Eh
Strongest force on any atom ... 0.0853 Eh/bohr
ΔE to the lowest compared entry with this formula, charge and spin ... 6.769 eV
HOMO-LUMO gap (spin up / spin down) ... 8.0 / 7.0 eV

Record 2
One molecule with the formula C21H18F2N4O3S in a non-equilibrium geometry, computed with ωB97M-V/def2-TZVPD.

Each line ends with the Löwdin charge.
Geometry (Å):
1 C 3.78618 0.60496 0.41889  -0.109
2 O 2.73229 0.00124 -0.29775  -0.208
3 C 2.88347 0.03191 -1.69799  -0.179
4 C 2.23113 1.26783 -2.34689  -0.126
5 N 0.80878 1.24521 -2.06428  0.022
6 C 0.30833 1.77810 -0.91806  -0.549
7 S 1.33568 2.89034 -0.01180  1.048
8 C 0.47230 2.92549 1.59408  -0.320
9 C 0.94736 1.72053 2.39092  -0.541
10 O 1.77039 1.81044 3.27261  0.068
11 N 0.37720 0.56303 1.96055  0.148
12 C 0.78783 -0.73490 2.24751  -0.161
13 C 1.63454 -1.06589 3.30271  0.003
14 C 2.01845 -2.37720 3.51599  -0.003
15 C 1.55048 -3.36781 2.67357  -0.278
16 F 1.92117 -4.64618 2.88120  0.059
17 C 0.70471 -3.08360 1.61521  0.073
18 C 0.34079 -1.76931 1.42105  -0.197
19 F -0.48026 -1.46871 0.38801  0.084
20 N -0.88263 1.57531 -0.45181  0.092
21 C -1.69495 0.78726 -1.19757  -0.161
22 C -1.29357 0.25168 -2.41930  -0.098
23 N -2.31305 -0.48905 -2.94925  0.160
24 C -3.37187 -0.45155 -2.08786  -0.187
25 C -4.62337 -1.04857 -2.18771  -0.016
26 C -5.51588 -0.84283 -1.15820  -0.086
27 C -5.18497 -0.06146 -0.04655  -0.093
28 C -3.95059 0.53660 0.06377  -0.015
29 C -3.02901 0.34564 -0.96408  -0.098
30 C 0.03401 0.42580 -2.91629  -0.354
31 O 0.51418 -0.05429 -3.92736  0.075
32 H 3.52377 0.53463 1.47256  0.082
33 H 4.72872 0.07455 0.24299  0.093
34 H 3.91183 1.65880 0.15133  0.069
35 H 2.37803 -0.86029 -2.08031  0.132
36 H 3.94155 -0.01189 -1.98108  0.130
37 H 2.35247 1.20440 -3.43034  0.131
38 H 2.66574 2.19575 -1.97523  0.088
39 H -0.59728 2.92201 1.39465  0.077
40 H 0.78940 3.84448 2.08327  0.088
41 H -0.28754 0.64784 1.19286  0.104
42 H 1.99537 -0.28228 3.94769  0.108
43 H 2.67619 -2.63379 4.33045  0.119
44 H 0.34602 -3.85928 0.95902  0.132
45 H -2.25697 -0.99709 -3.81599  0.170
46 H -4.88231 -1.65357 -3.04342  0.109
47 H -6.49514 -1.29516 -1.20758  0.102
48 H -5.91677 0.07013 0.73622  0.099
49 H -3.69220 1.14075 0.91959  0.112

Total charge ... 0
LUMO ... 0.0104 Eh
Strongest force on any atom ... 0.0249 Eh/bohr
SMILES ... COCCn1c(SCC(=O)Nc2ccc(F)cc2F)nc2c([nH]c3ccccc32)c1=O
HOMO-LUMO gap ... 8.3 eV